[1]
{
  "formula": "C4H9NO2",
  "method": "ωB97M-V/def2-TZVPD",
  "spin_multiplicity": 1,
  "fmax_ev_per_a": 4.602,
  "homo_energy_ev": 0.9,
  "relative_energy_kcal_mol": 148.7,
  "e_lumo_ev": 7.09,
  "charge": -2,
  "symbols": ["H", "H", "C", "H", "N", "O", "H", "H", "H", "H", "C", "C", "O", "H", "C", "H"],
  "coordinates": [[-2.68790, -0.72464, 0.03276], [1.18440, 1.18800, -1.24632], [1.05545, -1.30143, 0.03463], [-0.71353, -1.20867, 1.23527], [-2.02371, -1.35650, 0.42689], [2.08102, -1.27427, 0.87999], [0.81105, 1.03122, 1.25729], [-0.95800, -0.74840, -0.64566], [0.91981, -2.38450, -0.17482], [1.36491, -0.95905, -1.00439], [0.32121, 1.66484, -0.79040], [-0.38650, -0.59372, 0.29722], [0.42285, 3.00554, -0.62210], [-0.89233, 1.42178, 1.22491], [0.02339, 0.93216, 0.52329], [-0.52213, 1.30765, -1.42857]],
  "forces_ev_per_angstrom": [[0.054, 1.584, -0.693], [0.748, -0.290, -0.127], [1.405, -2.694, -2.062], [0.525, 1.295, -1.250], [-0.912, -2.548, 1.283], [-0.519, 1.247, 1.049], [0.666, -0.458, -0.154], [0.727, 0.059, 0.138], [-1.248, -0.331, -0.234], [-0.459, 0.483, 0.475], [-1.004, 0.893, 1.098], [2.340, 1.592, 1.292], [0.087, 0.131, -0.478], [1.822, -0.661, -2.321], [-3.797, -0.474, 2.556], [-0.435, 0.173, -0.574]],
  "mulliken_charge": [0.110, 0.134, -0.797, 0.176, -0.810, -0.861, 0.299, 0.171, 0.466, 0.187, -0.394, 0.271, -0.951, 0.211, -0.358, 0.146]
}

[2]
{
  "formula": "C4H9NO2",
  "method": "ωB97M-V/def2-TZVPD",
  "spin_multiplicity": 1,
  "fmax_ev_per_a": 6.147,
  "homo_energy_ev": 1.3,
  "relative_energy_kcal_mol": 34.3,
  "e_lumo_ev": 7.36,
  "charge": -2,
  "symbols": ["C", "H", "H", "H", "O", "C", "C", "O", "H", "H", "H", "H", "H", "C", "H", "N"],
  "coordinates": [[-0.75718, -0.66823, -1.55620], [-1.62290, 0.50297, 0.56755], [-1.24645, -0.04006, -2.26222], [0.00320, 1.33289, -1.09295], [0.03139, -1.52322, -2.26766], [0.05605, 0.31867, -0.64167], [0.32528, 0.78053, 1.93307], [-0.35748, 0.70004, 3.10183], [-1.52733, -1.17934, -0.90670], [-0.55845, -0.89514, 1.08312], [1.19374, 0.35081, 2.17034], [1.63523, -0.49056, -1.60195], [0.43625, 1.76392, 1.50143], [-0.54072, 0.14676, 0.73503], [1.41601, -0.96349, -0.08128], [1.51337, -0.13655, -0.68172]],
  "forces_ev_per_angstrom": [[0.964, -0.886, -0.455], [1.385, -0.178, 1.230], [-1.540, 1.092, -0.850], [-0.028, -0.243, 0.674], [-0.100, -0.652, -0.207], [1.195, -1.659, -0.527], [-5.957, 1.209, -0.913], [-0.902, 0.505, 1.271], [0.233, 0.210, -0.358], [-0.390, -0.258, -0.797], [4.190, -2.030, -0.684], [-0.203, -0.810, -1.000], [0.793, 1.573, 0.114], [0.978, 0.774, 0.778], [0.631, 0.128, -0.460], [-1.251, 1.227, 2.185]],
  "mulliken_charge": [-0.421, 0.249, 0.204, 0.419, -0.996, 0.270, -0.490, -1.009, 0.161, 0.319, 0.268, 0.325, 0.189, -0.920, 0.332, -0.899]
}

[3]
{
  "formula": "C4H9NO2",
  "method": "ωB97M-V/def2-TZVPD",
  "spin_multiplicity": 1,
  "fmax_ev_per_a": 1.902,
  "homo_energy_ev": -9.0,
  "relative_energy_kcal_mol": 74.5,
  "e_lumo_ev": 0.86,
  "symbols": ["H", "C", "H", "H", "H", "O", "H", "N", "O", "C", "C", "C", "H", "H", "H", "H"],
  "coordinates": [[0.62986, -0.10964, 1.52676], [0.64317, -0.09358, 0.43511], [-1.73026, -1.21796, 1.34015], [1.78615, 0.79601, -1.16695], [-2.81658, -0.47376, 0.14449], [-1.00707, 1.03234, -0.98538], [-0.46584, 1.00402, -1.78412], [0.75992, -1.52906, -0.13005], [-0.40512, -1.27884, -0.97517], [-1.91413, -0.33630, 0.73347], [1.68558, 0.87359, -0.08458], [-0.74742, -0.12230, -0.20952], [2.65006, 0.65878, 0.37124], [1.40224, 1.89090, 0.17797], [-2.02784, 0.53805, 1.36792], [1.55727, -1.63224, -0.76134]],
  "forces_ev_per_angstrom": [[0.019, -0.031, -0.068], [0.447, -1.841, -0.177], [0.013, -0.064, 0.063], [0.021, 0.070, -0.060], [-0.108, -0.041, 0.003], [-0.482, -0.664, -0.092], [0.037, -0.093, 0.143], [0.192, 0.798, 0.872], [-0.218, 0.185, -0.261], [0.316, 0.038, -0.459], [-0.425, -0.114, 0.068], [0.307, 1.355, -0.013], [0.065, -0.038, 0.006], [0.043, 0.109, -0.058], [-0.042, 0.073, 0.080], [-0.184, 0.259, -0.046]],
  "mulliken_charge": [0.312, 0.046, 0.378, 0.376, 0.347, -0.565, 0.372, -0.435, -0.375, -1.466, -1.459, 1.109, 0.395, 0.312, 0.353, 0.300]
}

[4]
{
  "formula": "C4H9NO2",
  "method": "ωB97M-V/def2-TZVPD",
  "spin_multiplicity": 1,
  "fmax_ev_per_a": 2.309,
  "homo_energy_ev": [-7.7, -6.0],
  "relative_energy_kcal_mol": 129.6,
  "e_lumo_ev": [0.79, 0.75],
  "symbols": ["C", "H", "H", "N", "C", "H", "C", "H", "H", "C", "H", "O", "H", "O", "H", "H"],
  "coordinates": [[0.59897, -1.84601, 0.16793], [-0.72339, 0.55437, -1.81272], [-2.47665, 0.30420, 1.38725], [-0.13354, -0.23557, -1.58194], [-1.86531, 0.65548, 0.54888], [0.84812, 2.08583, 1.53049], [-0.19755, -0.67503, -0.27249], [1.64403, -1.52720, 0.32220], [1.09980, 2.24802, -0.27746], [1.18960, 1.63363, 0.60819], [-0.11927, -0.96533, -2.27978], [-2.22868, 1.40937, -0.30547], [2.10309, 1.06427, 0.71730], [-0.56343, 0.19347, 0.71605], [0.58754, -2.64261, -0.57795], [0.23668, -2.25689, 1.10950]],
  "forces_ev_per_angstrom": [[0.359, 0.485, -0.013], [0.029, -0.193, 0.011], [-0.164, 0.028, -0.054], [0.393, 0.618, -0.037], [0.297, 0.499, 0.229], [-0.129, -0.044, -0.059], [-0.983, -2.042, -0.441], [0.082, -0.250, 0.015], [-0.128, -0.180, -0.095], [1.251, 1.505, 0.479], [-0.080, 0.113, 0.131], [0.348, -0.671, 0.289], [-0.094, -0.272, -0.170], [-1.141, 0.218, -0.212], [0.036, 0.080, -0.026], [-0.077, 0.105, -0.046]],
  "mulliken_charge": [-1.085, 0.263, 0.398, -0.424, 0.179, 0.263, 0.301, 0.238, 0.329, -0.936, 0.186, -0.454, 0.321, -0.217, 0.369, 0.269]
}

[5]
{
  "formula": "C4H9NO2",
  "method": "ωB97M-V/def2-TZVPD",
  "spin_multiplicity": 1,
  "fmax_ev_per_a": 0.466,
  "homo_energy_ev": -8.8,
  "relative_energy_kcal_mol": 115.3,
  "e_lumo_ev": -0.25,
  "symbols": ["H", "H", "N", "O", "H", "H", "H", "C", "H", "C", "H", "O", "H", "C", "C", "H"],
  "coordinates": [[1.41898, 1.22670, 0.44069], [-1.90166, 0.93157, -0.99679], [1.58796, 0.65068, 1.25845], [1.59066, -1.46623, 2.09030], [-2.21591, -1.86909, -1.89591], [2.25573, 0.94608, 1.95467], [-1.26863, 1.66685, 0.46760], [0.34927, -1.07180, 0.04269], [0.88799, -0.79618, -0.87575], [-0.93463, -0.36219, 0.25339], [-0.10085, 2.26881, -1.51970], [0.13211, 1.44229, -1.07838], [-2.27824, -1.72047, -1.16623], [1.24822, -0.66615, 1.24819], [-1.00904, 0.97282, -0.34934], [0.23803, -2.15369, 0.12611]],
  "forces_ev_per_angstrom": [[0.034, -0.147, 0.163], [0.088, -0.020, 0.083], [0.087, -0.046, 0.008], [-0.133, 0.305, -0.326], [-0.012, 0.001, 0.044], [-0.083, -0.037, -0.087], [0.013, -0.105, -0.076], [-0.079, -0.127, -0.029], [-0.067, -0.015, 0.134], [0.210, 0.249, -0.141], [0.077, -0.143, 0.054], [-0.011, 0.255, -0.159], [-0.027, -0.043, -0.093], [0.110, -0.056, 0.210], [-0.201, -0.236, 0.195], [-0.007, 0.165, 0.019]],
  "mulliken_charge": [0.228, 0.407, -0.310, -0.591, 0.122, 0.219, 0.345, -0.219, 0.306, -0.646, 0.284, -0.558, -0.117, 0.432, -0.153, 0.251]
}

[6]
{
  "formula": "C4H9NO2",
  "method": "ωB97M-V/def2-TZVPD",
  "spin_multiplicity": 1,
  "fmax_ev_per_a": 0.468,
  "homo_energy_ev": -9.9,
  "relative_energy_kcal_mol": 17.6,
  "e_lumo_ev": 0.89,
  "symbols": ["H", "H", "H", "O", "C", "N", "H", "C", "C", "H", "H", "C", "H", "H", "O", "H"],
  "coordinates": [[0.40449, -1.15882, -0.58828], [-1.07911, 0.20485, -2.01987], [-0.79575, 1.52820, -0.88116], [-0.26516, 1.17113, 1.41437], [0.85033, 1.17089, -2.24818], [0.09302, -0.22905, -0.35521], [1.57297, 1.71090, -1.62820], [-0.31788, 0.69115, -1.39593], [-0.53401, -1.48994, 2.53926], [-1.16270, -0.69285, 2.94493], [-0.05487, -2.03523, 3.35242], [0.07657, 0.10291, 0.95786], [-1.15011, -2.17798, 1.94429], [0.49996, 1.83924, -3.04292], [0.49882, -0.95627, 1.72015], [1.36344, 0.32087, -2.71352]],
  "forces_ev_per_angstrom": [[-0.020, 0.124, 0.047], [0.138, 0.077, 0.093], [0.056, -0.083, -0.128], [0.047, -0.456, -0.095], [0.041, 0.007, -0.015], [0.050, -0.018, 0.093], [-0.091, -0.070, -0.111], [-0.097, 0.118, -0.079], [-0.206, -0.115, 0.208], [0.125, -0.065, 0.012], [-0.075, 0.054, -0.092], [-0.128, 0.230, -0.133], [0.059, 0.084, 0.159], [0.072, -0.116, 0.134], [0.093, 0.069, -0.130], [-0.065, 0.159, 0.036]],
  "mulliken_charge": [0.218, 0.326, 0.292, -0.600, -1.048, -0.131, 0.292, -0.411, -0.667, 0.335, 0.217, 0.673, 0.262, 0.332, -0.391, 0.300]
}

[7]
{
  "formula": "C4H9NO2",
  "method": "ωB97M-V/def2-TZVPD",
  "spin_multiplicity": 1,
  "fmax_ev_per_a": 2.083,
  "homo_energy_ev": -8.0,
  "relative_energy_kcal_mol": 51.5,
  "e_lumo_ev": 0.60,
  "symbols": ["O", "H", "N", "O", "H", "C", "H", "H", "C", "H", "H", "H", "H", "C", "H", "C"],
  "coordinates": [[-0.02110, -1.40280, 2.28085], [-0.58809, -0.37561, -2.48066], [0.53030, 0.75825, -1.14198], [1.24322, 0.35148, 1.68445], [-0.37681, 2.14427, 0.09879], [-0.94083, 0.17445, 0.73353], [-0.90704, -1.77500, 2.23626], [-1.50118, 1.28821, -1.00867], [0.08140, -0.30856, 1.45980], [1.73243, -0.12684, 2.36599], [0.33027, -1.36483, -1.34151], [1.15919, -0.49933, -2.66427], [1.41199, 0.77626, -0.64048], [-0.64218, 1.17871, -0.34233], [-1.86542, -0.37980, 0.69361], [0.35384, -0.43885, -1.93338]],
  "forces_ev_per_angstrom": [[0.521, 0.193, 0.034], [-0.012, 0.031, -0.042], [-0.464, 0.889, -0.699], [-0.098, -0.447, -0.488], [-0.235, 0.063, -0.173], [0.892, -0.507, -0.245], [-0.010, 0.072, -0.164], [0.141, 0.134, 0.054], [-1.589, 0.296, 1.314], [-0.025, -0.049, -0.066], [-0.002, -0.077, -0.063], [0.018, -0.141, -0.022], [-0.479, -0.031, 0.084], [1.304, -0.275, 0.083], [-0.042, -0.209, 0.116], [0.079, 0.057, 0.277]],
  "mulliken_charge": [-0.547, 0.288, -0.398, -0.494, 0.267, -0.401, 0.303, 0.349, 0.716, 0.346, 0.279, 0.313, 0.279, -0.621, 0.180, -0.859]
}

[8]
{
  "formula": "C4H9NO2",
  "method": "ωB97M-V/def2-TZVPD",
  "spin_multiplicity": 1,
  "fmax_ev_per_a": 2.750,
  "homo_energy_ev": -9.0,
  "relative_energy_kcal_mol": 48.1,
  "e_lumo_ev": 0.77,
  "symbols": ["C", "H", "H", "C", "C", "H", "N", "C", "O", "H", "H", "H", "H", "H", "O", "H"],
  "coordinates": [[-1.09444, -0.35157, 0.53799], [0.54634, -0.62361, -1.67018], [-1.21578, -1.37913, 0.17405], [-1.78869, 0.53266, -0.46377], [0.38272, -0.01183, 0.63099], [-2.85392, 0.25135, -0.54626], [1.03093, -0.92061, 1.51490], [1.01429, 0.04072, -0.92884], [-1.46748, 1.59825, -0.94522], [0.30582, 1.74036, -1.49135], [2.01188, -0.70391, 1.64118], [0.93575, -1.88486, 1.21808], [0.53128, 1.01211, 0.98487], [2.02337, -0.36230, -0.78913], [1.19391, 1.34726, -1.39177], [-1.55598, -0.28488, 1.52443]],
  "forces_ev_per_angstrom": [[1.302, 0.445, -0.834], [-0.514, 0.108, 0.275], [-0.065, -0.027, 0.144], [-1.917, 0.848, 1.369], [0.330, 0.213, -2.722], [-0.098, -0.265, -0.549], [0.283, -0.399, 0.504], [0.652, -0.184, 2.228], [0.479, -0.865, 0.024], [0.464, -0.117, 0.149], [-0.063, -0.086, -0.048], [0.101, 0.057, -0.004], [-0.091, -0.084, 0.009], [-0.025, 0.019, -0.094], [-0.427, 0.234, -0.319], [-0.410, 0.104, -0.132]],
  "mulliken_charge": [-0.698, 0.258, 0.319, 0.081, 0.214, 0.368, -0.675, -0.668, -0.547, 0.420, 0.285, 0.214, 0.277, 0.335, -0.549, 0.367]
}

[9]
{
  "formula": "C4H9NO2",
  "method": "ωB97M-V/def2-TZVPD",
  "spin_multiplicity": 1,
  "fmax_ev_per_a": 3.756,
  "homo_energy_ev": -8.4,
  "relative_energy_kcal_mol": 71.2,
  "e_lumo_ev": 0.77,
  "symbols": ["H", "H", "H", "N", "H", "H", "C", "C", "H", "C", "O", "H", "H", "O", "H", "C"],
  "coordinates": [[0.48659, 1.56196, 2.03183], [-1.48278, -0.77586, -1.94025], [1.10596, 0.02522, -0.70605], [-0.45391, 0.16368, 0.76595], [-0.86793, -0.57648, 1.28000], [-0.72883, -2.44563, -0.75452], [-0.83671, 0.06604, -1.72032], [0.11088, -0.37132, -0.54918], [-1.04585, 2.08152, 1.17352], [-0.00361, -1.83609, -0.20622], [0.76548, -2.42133, 0.51805], [-0.21924, 0.27151, -2.58389], [-1.42300, 0.90495, -1.35524], [0.62239, 2.15102, 0.06944], [1.05667, 2.93101, 0.43098], [-0.09948, 1.52056, 1.10516]],
  "forces_ev_per_angstrom": [[-0.186, 0.085, 0.087], [-0.391, -0.019, -0.222], [0.308, -0.504, 0.150], [1.723, 0.064, -3.337], [-0.123, 0.610, 1.390], [-0.761, 0.115, -0.050], [1.088, -0.811, 1.089], [-2.568, 1.035, 1.504], [0.213, 0.100, 0.701], [2.222, -1.093, -1.174], [-0.375, 0.334, 0.187], [-0.196, 0.371, -0.373], [0.083, 0.090, -0.468], [0.364, -0.490, -0.427], [-0.097, -0.193, 0.027], [-1.305, 0.305, 0.917]],
  "mulliken_charge": [0.370, 0.386, 0.435, -0.301, 0.167, 0.282, -1.216, 0.492, 0.267, -0.368, -0.450, 0.281, 0.275, -0.497, 0.305, -0.429]
}

[10]
{
  "formula": "C4H9NO2",
  "method": "ωB97M-V/def2-TZVPD",
  "spin_multiplicity": 1,
  "fmax_ev_per_a": 0.323,
  "homo_energy_ev": [-8.8, -8.8],
  "relative_energy_kcal_mol": 184.2,
  "e_lumo_ev": [-0.05, -0.05],
  "symbols": ["H", "N", "C", "H", "H", "C", "O", "H", "O", "C", "H", "H", "H", "H", "C", "H"],
  "coordinates": [[0.55366, 0.95191, -1.95502], [1.12999, 1.33225, 1.20151], [0.24033, 1.32979, 0.14993], [-1.60234, -2.41613, -0.67374], [1.97090, 1.73971, -1.03446], [-1.12593, 0.68360, 0.24079], [-1.35353, -0.41609, -0.60926], [-0.04034, -1.91775, 0.02734], [1.12105, 0.08696, 1.56839], [1.00868, 1.22858, -1.00759], [1.50118, -0.44695, 0.44118], [-1.84087, 1.45431, -0.07688], [-1.53672, -1.74878, 0.97973], [-1.33715, 0.43778, 1.28935], [-1.11025, -1.68195, -0.03106], [1.49237, -0.11349, -0.53591]],
  "forces_ev_per_angstrom": [[0.068, 0.036, 0.157], [-0.106, -0.027, -0.199], [0.118, -0.159, -0.086], [0.082, 0.080, 0.101], [-0.133, -0.081, 0.049], [-0.028, 0.181, 0.184], [0.018, 0.036, -0.096], [-0.162, 0.045, 0.002], [0.104, -0.125, -0.150], [-0.013, 0.099, 0.002], [-0.131, 0.184, 0.230], [0.093, -0.064, 0.045], [0.052, 0.026, -0.153], [0.036, 0.024, -0.138], [0.014, -0.274, 0.098], [-0.011, 0.019, -0.047]],
  "mulliken_charge": [0.314, -0.402, 0.249, 0.247, 0.361, -0.470, -0.379, 0.223, -0.261, -0.457, 0.214, 0.349, 0.298, 0.389, -0.620, -0.055]
}